Entry 1:
Entry from the Open Molecules 2025 dataset: a molecular structure, C37H21F15GeN4O2RuS3 in a non-equilibrium geometry (ωB97M-V/def2-TZVPD).

Calculated values
Kohn-Sham gap (spin up / spin down) = 5.71 / 5.72 eV
Total charge = +1
2S+1 = 2
Energy above the lowest of the compared OMol25 structures with the same formula, charge and spin = 1.940 eV
HOMO level (spin up / spin down) = -11.105 / -11.101 eV

CARTESIAN COORDINATES (ANGSTROEM)
1 Ru 0.46 0.45 -0.31
2 Ge 3.79 -0.73 -1.21
3 S -1.45 1.83 -0.89
4 S -1.12 -1.11 0.37
5 S 1.64 -1.23 -1.36
6 F 2.39 -0.59 1.65
7 F 5.62 -3.21 -0.42
8 F 3.79 1.75 0.51
9 F 4.66 -3.19 -5.77
10 F 7.83 -0.50 2.12
11 F 6.27 -0.34 4.36
12 F 6.37 -5.03 -4.71
13 F 4.82 4.21 0.19
14 F 5.86 4.94 -2.25
15 F 6.60 -0.73 -0.34
16 F 3.56 -0.37 4.14
17 F 5.87 3.14 -4.30
18 F 6.78 -5.10 -2.01
19 F 3.45 -1.36 -4.10
20 F 5.01 0.60 -3.86
21 O 1.58 1.89 -1.09
22 O 2.19 4.02 -1.12
23 N -4.07 1.27 -0.90
24 N 1.07 3.24 0.68
25 N -3.61 -1.47 -0.53
26 N 0.78 2.12 1.48
27 C -4.83 -1.01 -1.15
28 C -2.63 -0.57 -0.34
29 C 5.79 -4.13 -3.92
30 C -6.10 -4.17 2.81
31 C 4.34 -2.24 -3.63
32 C -4.93 -3.50 3.11
33 C -5.93 3.68 0.90
34 C 4.37 2.07 -0.67
35 C 6.01 -4.16 -2.55
36 C 5.43 -3.18 -1.75
37 C 4.86 3.35 -0.83
38 C 3.74 -0.68 1.80
39 C 1.65 3.07 -0.59
40 C -6.28 3.96 2.21
41 C 4.41 1.11 -1.67
42 C 5.40 2.79 -3.11
43 C -5.59 -4.01 0.47
44 C -5.43 3.60 3.25
45 C -6.43 -4.43 1.49
46 C 4.62 -2.19 -2.28
47 C 4.32 -0.53 3.05
48 C 5.38 3.72 -2.07
49 C 6.51 -0.59 2.02
50 C -4.41 -3.34 0.77
51 C -4.36 2.69 -0.81
52 C -4.09 -3.07 2.10
53 C -3.89 2.70 1.66
54 C -5.18 0.38 -0.65
55 C -2.82 0.78 -0.67
56 C 4.93 -3.18 -4.47
57 C -3.47 -2.89 -0.31
58 C 5.71 -0.50 3.17
59 C -4.23 2.97 2.96
60 C -4.73 3.05 0.61
61 C 4.51 -0.80 0.66
62 C 4.93 1.50 -2.89
63 C 5.89 -0.73 0.79
64 H -6.60 3.96 0.10
65 H -5.19 2.91 -1.48
66 H -7.21 4.46 2.42
67 H -4.71 -1.01 -2.24
68 H 1.55 1.87 2.11
69 H -6.05 0.76 -1.19
70 H -5.64 -1.70 -0.89
71 H -2.43 -3.09 -0.03
72 H -2.95 2.20 1.44
73 H -7.34 -4.96 1.25
74 H -0.05 2.32 2.04
75 H -5.70 3.82 4.27
76 H 1.31 4.12 1.12
77 H -3.17 -2.56 2.33
78 H -5.84 -4.24 -0.56
79 H -3.48 3.24 -1.14
80 H -3.70 -3.40 -1.25
81 H -5.43 0.36 0.41
82 H -4.67 -3.30 4.14
83 H -3.57 2.69 3.77
84 H -6.76 -4.49 3.60

Entry 2:
Entry from the Open Molecules 2025 dataset: 20 unconnected molecules or ions with the total composition C37H22BrCl77FN5O2PS in a non-equilibrium geometry (ωB97M-V/def2-TZVPD).

Calculated values
Kohn-Sham gap = 7.80 eV
Total charge = +1
HOMO level = -11.195 eV

CARTESIAN COORDINATES (ANGSTROEM)
1 Br 0.38 -5.30 4.50
2 Cl 1.74 -4.55 7.75
3 Cl 2.18 -0.33 4.21
4 Cl 7.46 -0.37 -0.29
5 Cl -11.58 -1.32 -5.28
6 Cl 4.00 13.05 -6.57
7 Cl -0.48 -7.11 -0.93
8 Cl -0.23 4.04 -5.99
9 Cl 8.46 0.58 -12.95
10 Cl -8.27 -1.03 -7.22
11 Cl -0.17 -12.66 4.71
12 Cl -10.39 3.65 8.37
13 Cl -7.57 3.85 7.84
14 Cl -6.08 1.30 1.23
15 Cl -13.72 -3.27 -7.18
16 Cl 7.88 4.58 -6.62
17 Cl 5.35 -0.59 -2.24
18 Cl 2.32 4.21 -4.64
19 Cl -0.11 4.80 -3.21
20 Cl 7.59 1.16 -2.70
21 Cl 7.21 6.50 -4.59
22 Cl 0.43 -10.07 3.62
23 Cl 9.89 2.05 -5.26
24 Cl 6.38 11.43 -6.73
25 Cl -7.92 1.77 3.41
26 Cl 12.57 2.07 -6.33
27 Cl 2.52 -12.03 3.89
28 Cl 4.19 -5.62 6.65
29 Cl 7.08 -0.93 3.27
30 Cl -0.13 -8.07 1.73
31 Cl -13.57 0.69 -4.69
32 Cl 7.91 3.17 2.50
33 Cl 7.74 3.82 -3.81
34 Cl -9.44 3.59 5.66
35 Cl -12.81 -5.99 -7.05
36 Cl 10.49 0.55 -7.64
37 Cl -7.36 -3.71 -6.70
38 Cl -0.71 -5.21 1.23
39 Cl -5.99 -0.36 3.57
40 Cl -2.73 -7.25 0.86
41 Cl 5.52 1.87 3.46
42 Cl 7.88 2.03 -10.52
43 Cl 4.19 -4.37 9.25
44 Cl 11.28 8.42 -1.38
45 Cl -8.23 -0.56 1.75
46 Cl -12.06 -0.55 -2.56
47 Cl 10.55 2.06 -11.62
48 Cl 3.80 10.18 -6.49
49 Cl 9.51 -0.34 -10.43
50 Cl 4.08 7.89 -3.83
51 Cl 9.04 8.57 -3.18
52 Cl -8.94 1.35 7.40
53 Cl -5.85 -2.00 -8.45
54 Cl -12.02 -4.31 -9.25
55 Cl 2.92 -6.92 8.90
56 Cl -10.77 1.30 -4.36
57 Cl 4.92 11.61 -4.25
58 Cl 7.95 -1.70 -2.81
59 Cl -8.27 -1.12 -2.07
60 Cl -8.05 -3.48 -3.68
61 Cl 8.70 9.25 -0.40
62 Cl -8.40 -3.03 -9.30
63 Cl -7.49 -3.62 -0.86
64 Cl 6.90 -3.13 5.15
65 Cl 7.98 -0.59 5.97
66 Cl -10.20 -3.23 -1.76
67 Cl 5.36 7.70 -1.26
68 Cl -10.92 -3.85 -6.63
69 Cl 5.15 -0.87 5.46
70 Cl 1.39 -10.79 6.23
71 Cl 5.35 4.44 2.17
72 Cl 4.45 5.31 -2.58
73 Cl 9.91 5.50 -4.80
74 Cl 0.83 6.61 -5.24
75 Cl 2.53 7.18 -1.50
76 Cl 9.13 6.51 -1.18
77 Cl 11.53 -0.32 -5.09
78 Cl 6.02 2.10 0.61
79 S -1.11 -0.95 -1.52
80 P 0.19 -3.24 5.41
81 F -3.54 2.55 2.14
82 O -0.99 -3.41 6.49
83 O -3.39 -2.23 -0.85
84 N 0.00 -1.72 3.01
85 N -3.72 -3.54 -2.56
86 N -4.53 -1.55 7.35
87 N -2.55 -2.83 -2.77
88 N -1.69 -1.33 4.26
89 C -2.53 1.89 2.82
90 C -12.00 0.04 -4.23
91 C 3.27 -5.38 8.14
92 C 9.10 1.09 -11.39
93 C -7.07 0.54 2.48
94 C -1.61 -0.16 0.03
95 C -3.53 -2.44 5.37
96 C -2.39 -2.08 -1.76
97 C -1.00 -6.91 0.73
98 C 8.20 5.10 -4.97
99 C -2.26 2.64 4.09
100 C 7.10 -0.39 -2.01
101 C -12.37 -4.35 -7.52
102 C 1.23 -2.26 2.47
103 C -4.45 -2.46 6.39
104 C -3.64 -0.57 7.30
105 C 4.10 7.02 -2.29
106 C -2.96 0.45 3.04
107 C -0.46 -0.10 1.07
108 C 2.52 -1.55 2.96
109 C -8.51 -2.87 -2.10
110 C -1.83 -0.49 3.17
111 C -4.18 -3.14 -1.43
112 C 0.70 4.92 -4.78
113 C -0.58 -2.04 4.18
114 C -9.09 3.11 7.32
115 C -2.68 -0.43 6.31
116 C 6.78 -1.38 4.96
117 C 1.05 -11.39 4.62
118 C 11.12 1.08 -6.08
119 C 4.78 11.57 -6.01
120 C 3.28 -0.97 1.79
121 C 9.54 8.19 -1.54
122 C 6.20 2.89 2.19
123 C -0.77 -0.75 2.38
124 C -2.64 -1.39 5.35
125 C -7.47 -2.44 -7.92
126 H 0.38 -0.60 0.61
127 H -1.37 2.23 4.56
128 H -0.92 -4.32 6.84
129 H 3.16 -2.28 3.45
130 H -3.63 0.43 3.88
131 H -2.45 -0.75 0.38
132 H -1.65 1.96 2.18
133 H -3.67 0.17 8.08
134 H -2.00 0.83 -0.16
135 H -3.53 0.14 2.17
136 H -3.09 2.61 4.78
137 H 3.15 -1.57 0.90
138 H 2.88 0.02 1.56
139 H -0.18 0.93 1.22
140 H -3.48 -3.19 4.61
141 H 1.31 -3.31 2.72
142 H -5.10 -3.52 -1.04
143 H 1.20 -2.23 1.40
144 H -2.00 0.40 6.30
145 H -5.15 -3.28 6.42
146 H 4.32 -0.84 2.01
147 H -2.02 3.66 3.83

Entry 3:
Entry from the Open Molecules 2025 dataset: a molecular structure, C37H23Cl2N8O5Sr in a non-equilibrium geometry (ωB97M-V/def2-TZVPD).

Calculated values
Kohn-Sham gap (spin up / spin down) = 4.99 / 5.01 eV
Total charge = -1
Energy above the lowest of the compared OMol25 structures with the same formula, charge and spin = 1.793 eV
HOMO level (spin up / spin down) = -3.804 / -3.807 eV

CARTESIAN COORDINATES (ANGSTROEM)
1 Sr 0.82 0.15 0.21
2 Cl -3.12 -0.89 -0.33
3 Cl -4.62 -3.25 -1.31
4 O 2.82 0.65 -1.05
5 O 1.62 2.16 1.18
6 O 2.48 -0.67 1.47
7 O 1.74 4.02 -0.05
8 O 4.45 0.27 2.08
9 N -0.90 -1.64 2.98
10 N -0.74 1.74 -0.76
11 N -0.12 -2.02 0.74
12 N 0.69 -3.07 -1.27
13 N -1.55 2.76 1.28
14 N -0.99 0.47 1.82
15 N -0.03 1.34 -3.04
16 N 0.13 -0.79 -1.88
17 C -1.65 0.22 5.40
18 C -2.12 5.37 -3.22
19 C 0.43 0.08 -2.89
20 C 2.66 2.08 -1.08
21 C -2.18 2.56 5.76
22 C -1.06 -0.31 2.90
23 C -3.27 -2.62 -0.30
24 C 3.94 0.15 -0.23
25 C -2.56 5.79 -1.95
26 C 1.94 2.72 0.15
27 C -0.76 -4.79 3.02
28 C -1.65 1.81 3.57
29 C -2.00 1.25 6.25
30 C 2.03 -0.16 -4.95
31 C -1.72 3.78 -1.00
32 C -0.02 -4.32 0.76
33 C 0.13 -5.66 0.47
34 C -0.17 -6.57 1.47
35 C 2.91 -1.04 -5.55
36 C 0.21 -3.08 -0.04
37 C -1.49 4.16 -3.39
38 C -1.34 2.72 -0.06
39 C 2.46 -2.75 -3.89
40 C 1.57 -1.87 -3.29
41 C -1.47 0.52 4.06
42 C -0.61 -6.14 2.73
43 C 3.12 -2.33 -5.03
44 C -1.29 3.36 -2.26
45 C -1.36 1.74 2.12
46 C 0.78 -1.95 -2.06
47 C -2.37 5.00 -0.83
48 C 3.60 -0.09 1.27
49 C 1.35 -0.59 -3.81
50 C -0.50 -2.40 1.95
51 C -0.46 -3.89 2.01
52 C -2.01 2.85 4.42
53 C -0.66 2.05 -2.08
54 H 0.47 -5.98 -0.51
55 H -2.14 1.06 7.30
56 H -3.06 6.75 -1.85
57 H 4.78 0.84 -0.33
58 H 3.82 -3.00 -5.52
59 H -1.09 -4.43 3.99
60 H 1.22 4.33 0.71
61 H -2.15 3.86 4.03
62 H -0.82 -6.87 3.50
63 H -2.35 -3.05 -0.68
64 H -2.45 3.34 6.46
65 H 4.20 -0.82 -0.66
66 H 2.08 2.33 -1.97
67 H -2.29 6.02 -4.07
68 H 3.46 -0.74 -6.44
69 H 1.87 0.84 -5.34
70 H -3.45 -2.93 0.72
71 H -1.15 3.83 -4.36
72 H -1.51 -0.80 5.76
73 H -2.70 5.31 0.15
74 H 3.63 2.58 -1.17
75 H 2.63 -3.74 -3.48
76 H -0.07 -7.63 1.28

Q: What is the total charge in the first record?
A: +1

Q: total charge of number 1 (C37H21F15GeN4O2RuS3)?
A: +1

Q: Number 3 is which compound?
A: C37H23Cl2N8O5Sr